Record 1
Here is a cluster of 2 separate species, C2H8NO2 in total in a non-equilibrium geometry from OMol25. Energies are from ωB97M-V/def2-TZVPD.

Cartesian coordinates (Å):
C (-2.5044, 1.3551, 0.5883)
O (-1.4730, 0.7731, 0.3977)
H (-2.7260, 2.5329, 0.3054)
O (-3.5966, 0.9213, 1.1252)
H (3.0956, -1.4112, -0.6261)
H (-3.4770, 0.0169, 1.4699)
H (0.6906, 0.3056, -0.1921)
H (0.7358, -0.3063, -1.5110)
N (1.3597, -0.1146, -0.7428)
C (2.1527, -1.3089, -0.1805)
H (1.9827, 0.6488, -0.9811)
H (1.5988, -2.2985, -0.4699)
H (2.1611, -1.1144, 0.8171)

Calculated values
charge: +1
electronic energy: -7781.640 eV

Record 2
Here is a structure of composition C2H2F2LiOTl in a non-equilibrium geometry from OMol25. Energies are from ωB97M-V/def2-TZVPD.

Cartesian coordinates (Å):
H (0.3767, -1.1078, 1.7526)
C (-0.2978, -1.3778, 0.8628)
F (-1.2316, 3.1291, -1.0099)
C (0.3553, -0.7099, -0.1887)
Li (-1.5405, 1.5329, -0.5347)
H (-0.6003, -2.4185, 0.7464)
O (0.1885, 0.5571, -0.0832)
F (0.4944, -1.2429, -1.3953)
Tl (2.2552, 1.6377, -0.1500)

Calculated values
charge: +1
electronic energy: -14479.056 eV
2S+1: 2

Record 3
Here is a cluster of 13 separate species, C48H117N5O13 in total in a non-equilibrium geometry from OMol25. Energies are from ωB97M-V/def2-TZVPD.

Cartesian coordinates (Å):
C (-27.0826, -19.8082, -11.1341)
H (-16.7047, -22.3467, -20.2213)
O (-24.1617, -20.9289, -14.8024)
C (-16.3596, -19.4666, -20.3848)
C (-14.8485, -23.5265, -16.0254)
H (-15.0403, -21.5459, -16.6729)
H (-22.2525, -22.8652, -12.7583)
H (-17.2636, -21.8720, -16.6730)
H (-12.7922, -24.3778, -16.2742)
H (-21.8198, -21.3825, -13.3583)
H (-19.5345, -18.3610, -21.5345)
H (-19.5872, -15.6389, -9.7227)
H (-19.0519, -13.8205, -14.9100)
C (-19.4110, -17.3434, -12.9874)
H (-18.6742, -24.1367, -13.6693)
H (-28.7318, -18.3880, -9.3067)
C (-17.0034, -20.3567, -19.2306)
H (-26.5927, -21.3297, -14.2303)
H (-17.7689, -25.5896, -15.1808)
H (-15.1723, -19.0704, -15.6214)
H (-28.0626, -21.2058, -8.9819)
H (-20.8122, -22.7824, -13.7608)
H (-18.7202, -17.5816, -17.1458)
H (-26.4648, -20.6806, -11.3468)
H (-17.9897, -18.0026, -9.6307)
H (-16.8174, -24.6639, -17.9367)
H (-17.6076, -23.3023, -22.3287)
C (-17.5369, -24.7157, -15.7895)
H (-24.8303, -17.6067, -12.4261)
H (-27.4377, -18.2181, -8.0512)
H (-22.4569, -17.9534, -11.3580)
H (-13.2232, -24.1712, -14.6217)
H (-18.9314, -18.8444, -8.7962)
C (-22.0480, -22.3364, -16.2331)
C (-13.3130, -23.6982, -15.5996)
H (-15.9740, -18.5140, -20.0218)
H (-20.0645, -11.8636, -18.5835)
H (-14.3605, -19.0284, -14.1082)
C (-27.6610, -18.3260, -9.1126)
C (-15.2620, -18.6758, -14.6094)
H (-22.5394, -22.6601, -17.1506)
C (-24.9893, -24.4456, -14.2273)
H (-20.5612, -13.5345, -15.6747)
H (-20.3318, -17.8196, -12.6503)
H (-20.4738, -20.8917, -21.4624)
C (-22.6587, -22.7778, -14.9254)
O (-15.3114, -17.2686, -14.5388)
C (-19.6252, -18.1087, -16.8436)
H (-15.3161, -16.9734, -13.6253)
C (-24.9143, -22.7638, -12.3629)
H (-18.7460, -23.8415, -21.2820)
H (-15.5809, -20.0452, -20.8817)
H (-20.5406, -22.1668, -20.4846)
H (-17.9281, -21.2734, -15.1646)
C (-25.1366, -22.9606, -13.9143)
H (-15.8133, -16.3420, -10.4335)
H (-22.0163, -14.9147, -12.8692)
H (-27.3616, -17.4146, -9.6301)
C (-23.5493, -25.0192, -14.1853)
H (-17.6677, -20.9421, -23.8286)
H (-23.6530, -20.6911, -14.0238)
H (-23.8867, -16.1340, -10.4268)
C (-24.7841, -16.7267, -10.2494)
H (-16.4371, -17.2847, -22.1857)
C (-14.9701, -22.5243, -17.1483)
N (-20.3219, -16.2764, -15.5654)
O (-16.4783, -16.9222, -10.8041)
H (-16.0862, -17.7944, -10.7620)
O (-17.8264, -13.5755, -17.6964)
C (-19.5916, -15.8545, -13.1975)
C (-16.5917, -25.1241, -16.9747)
C (-17.8402, -23.4375, -13.6096)
H (-14.7537, -25.7021, -15.9965)
C (-18.6485, -18.3938, -20.9003)
O (-24.8989, -19.0864, -8.1935)
H (-18.8167, -19.0867, -14.1834)
O (-21.2521, -15.8894, -16.5289)
C (-20.4661, -15.4644, -14.3560)
C (-26.5964, -18.7662, -12.0873)
H (-24.2201, -19.7269, -7.9686)
C (-20.1291, -17.7211, -15.4568)
C (-26.7809, -19.4777, -9.6100)
N (-15.7094, -23.2902, -14.8326)
H (-18.8143, -22.3229, -16.0544)
C (-22.6976, -24.2870, -15.1732)
H (-17.1576, -13.0978, -10.7428)
C (-21.9346, -15.2928, -13.8882)
H (-17.6459, -19.8509, -18.5099)
N (-24.0785, -22.3169, -14.7332)
H (-20.3247, -13.2546, -13.9969)
H (-28.1265, -20.0257, -11.3601)
N (-25.2771, -19.2046, -9.5609)
H (-14.0865, -22.4261, -17.7789)
H (-17.6213, -13.3514, -13.1538)
H (-17.4165, -18.1749, -23.3458)
C (-17.7756, -22.1740, -15.7594)
H (-15.7284, -22.6964, -17.9121)
O (-18.3060, -11.5309, -16.1810)
H (-23.2026, -24.9457, -13.1546)
H (-20.2738, -17.9864, -17.7110)
H (-15.1242, -22.6452, -13.2438)
H (-18.5900, -16.1523, -10.7396)
H (-16.7842, -26.1625, -17.2446)
H (-22.4553, -14.6704, -14.6159)
H (-19.9986, -20.6691, -19.7328)
C (-19.9055, -21.2917, -20.6227)
H (-22.2061, -17.8537, -14.7950)
H (-18.1522, -22.4821, -13.1878)
H (-25.5341, -24.9626, -13.4373)
H (-18.0169, -10.7917, -16.7160)
H (-21.2127, -12.4119, -19.7268)
H (-15.8519, -18.7988, -22.9948)
C (-22.9474, -18.4348, -10.5120)
C (-15.1228, -24.8948, -16.6290)
H (-23.6842, -26.0813, -14.3898)
H (-20.6146, -14.2165, -19.4735)
H (-12.8461, -22.7316, -15.4107)
C (-17.2479, -23.4159, -15.0410)
H (-19.3437, -22.8348, -22.6765)
O (-19.0562, -16.4044, -9.9425)
H (-18.0653, -22.2072, -19.1023)
C (-21.4386, -18.5421, -15.1489)
H (-18.0645, -17.5979, -14.6932)
H (-25.1050, -16.5489, -9.2230)
H (-27.3740, -22.8978, -13.8080)
H (-21.0012, -22.5807, -16.4134)
H (-27.2536, -17.9155, -11.9068)
O (-15.2134, -22.2794, -14.1268)
H (-23.1127, -24.5768, -16.1386)
H (-19.9557, -15.3626, -12.2955)
H (-18.0448, -12.8034, -17.1746)
H (-18.3329, -17.3719, -20.6903)
H (-25.8083, -23.0625, -11.8155)
C (-18.5674, -22.9798, -21.9252)
H (-22.4878, -16.2312, -13.9268)
H (-14.5311, -25.1053, -17.5199)
H (-21.3192, -19.3353, -14.4109)
H (-21.7194, -19.1205, -16.0290)
H (-26.7134, -22.4498, -15.3895)
H (-26.6590, -18.9678, -13.1567)
C (-17.5087, -21.6919, -19.8851)
H (-16.4043, -12.1447, -13.2824)
H (-22.1268, -21.2493, -16.2471)
C (-27.0688, -20.7786, -8.8479)
H (-19.3396, -19.1386, -17.0580)
H (-18.8860, -18.6362, -19.8645)
H (-17.1032, -23.9049, -12.9564)
O (-18.3635, -20.5414, -23.3024)
H (-18.5720, -24.5461, -16.0859)
H (-25.4319, -24.7517, -15.1752)
C (-24.5439, -18.2233, -10.4650)
C (-18.9953, -18.0194, -14.3136)
C (-25.0797, -18.5265, -11.8969)
H (-24.4646, -19.3002, -12.3564)
C (-16.7843, -12.9137, -12.6098)
H (-20.7194, -15.3312, -17.1001)
O (-18.0774, -18.8665, -9.2280)
C (-20.1224, -13.9821, -14.7830)
H (-22.4432, -18.0626, -9.6202)
C (-26.5381, -22.4151, -14.3143)
H (-18.8099, -17.6433, -12.1290)
H (-24.4884, -21.8039, -12.0707)
C (-18.4701, -21.5579, -21.1305)
C (-17.4427, -19.1963, -21.4944)
H (-16.1041, -13.7598, -12.7077)
N (-17.8315, -20.5400, -22.0259)
O (-17.0550, -12.3430, -11.3271)
H (-24.1372, -23.4133, -11.9600)
H (-18.6290, -15.3547, -13.3058)
C (-21.8386, -22.4277, -13.6668)
C (-20.8443, -12.6127, -18.7208)
H (-21.6814, -24.6799, -15.2058)
H (-21.6594, -12.4461, -18.0166)
H (-22.6636, -19.4796, -10.6389)
H (-25.6150, -16.2836, -10.7985)
H (-19.1914, -11.2949, -15.9040)
H (-16.1211, -20.6911, -18.6849)
H (-27.0602, -20.7653, -7.7580)
H (-26.3696, -21.5593, -9.1475)
H (-18.6730, -13.9651, -17.9146)
O (-20.4064, -13.9213, -18.5840)
C (-16.6958, -18.2842, -22.5353)
H (-16.1536, -19.1802, -14.2370)

Calculated values
electronic energy: -85729.810 eV

Record 4
Here is a cluster of 2 separate species, C14H16 in total in a non-equilibrium geometry from OMol25. Energies are from ωB97M-V/def2-TZVPD.

Cartesian coordinates (Å):
H (4.0122, -2.9555, -1.9756)
H (-3.6046, 1.4760, -0.3922)
H (-1.3589, -0.5719, -1.4218)
H (2.8543, -2.6143, -3.2153)
H (-3.0054, 1.7971, 3.8223)
C (-1.6185, -0.3615, 1.6020)
H (1.2786, -0.7923, -3.1565)
H (-1.2729, 0.0079, 3.6707)
H (-2.1339, -1.9055, -0.6325)
H (1.0178, 1.6263, 0.3351)
H (-0.8224, -1.0998, 1.5066)
C (2.8695, -1.0709, -1.7236)
C (2.6776, 0.2337, 0.2909)
C (-2.2130, -0.8333, -0.7899)
H (-3.0988, -0.6919, -1.4184)
C (1.5365, 0.8574, -0.2170)
C (3.5645, -2.1301, -2.5319)
C (-3.1127, 1.1310, 0.5089)
C (-2.7433, 1.3428, 2.8771)
H (0.2117, 0.9864, -1.8983)
H (-3.9501, 2.6912, 1.7248)
C (1.7201, -0.4829, -2.2118)
C (3.3494, -0.7075, -0.4556)
C (-2.3375, -0.0071, 0.4472)
C (1.1072, 0.5369, -1.4888)
H (2.9494, 0.4810, 1.3144)
C (-1.8118, 0.3201, 2.7847)
H (4.3762, -1.7063, -3.1306)
C (-3.3074, 1.8172, 1.7075)
H (4.1783, -1.2798, -0.0684)

Calculated values
structure (SMILES): Cc1ccccc1.Cc1ccccc1
electronic energy: -14777.502 eV

Record 5
Here is a structure of composition C27H30N3O8PdS2 from OMol25. Energies are from ωB97M-V/def2-TZVPD.

Cartesian coordinates (Å):
C (3.0892, -1.8275, 0.3130)
C (3.6201, -1.7474, -2.4739)
C (2.4443, -1.2015, -2.0319)
H (3.1483, -0.7768, 3.5934)
H (0.6631, -1.7286, 1.8581)
H (0.5893, 2.6284, 5.1218)
H (1.2111, -3.3870, 1.6298)
O (-1.8148, 3.0351, 0.0173)
C (-1.8630, -1.9311, -1.2064)
C (-1.9015, -0.7267, -2.0140)
H (0.4943, -0.5586, -2.4218)
S (-3.1519, -0.3481, 4.7529)
H (4.9209, -2.8852, 0.4528)
O (-3.1946, 1.3317, 0.4170)
C (1.4227, -2.4479, 2.1432)
H (2.7833, 0.8462, -3.8484)
H (2.4189, 0.1122, 2.2496)
C (-2.3058, -3.1030, -2.0181)
C (2.1785, -1.1329, -0.5954)
N (-3.5870, 4.6882, -0.8222)
C (-3.7750, -1.3878, 2.2174)
H (-3.4079, -1.4080, 1.1976)
H (2.0820, -1.4672, -4.8714)
H (-1.9902, 3.9753, -0.2562)
C (1.4281, -0.6130, -2.9718)
O (-1.5354, -1.9148, -0.0051)
H (-4.1435, 5.4809, -0.5361)
O (-2.4458, -4.2427, -1.6679)
C (-1.7796, 0.6666, 4.8627)
H (1.0158, -2.5174, -3.9292)
C (4.5255, -2.3163, -1.5772)
C (-3.0123, 2.4798, 0.0673)
O (-1.5443, 0.3815, -1.5718)
C (-1.1907, 0.7890, 3.6460)
H (0.3590, -1.1142, -4.7852)
C (1.8163, 0.8239, -3.3434)
H (1.8774, 1.4438, -2.4467)
H (3.8532, -1.7520, -3.5307)
C (2.8343, -1.9576, 1.8006)
N (-1.8137, 0.0727, 2.6468)
C (-0.0683, 1.6370, 3.2713)
S (1.8025, 3.3261, 3.1124)
C (-2.5561, -2.5655, -3.4340)
C (3.1621, -0.6377, 2.5114)
O (-2.8379, -3.2105, -4.3979)
C (4.2300, -2.3790, -0.2103)
O (1.2081, -0.4415, -0.1900)
C (1.2124, -1.4820, -4.2138)
C (1.8218, 2.7702, 0.3470)
H (1.0641, 1.2540, -4.0057)
H (4.1480, -0.2729, 2.2204)
H (-3.8289, -2.4087, 2.5957)
N (0.2854, 1.6775, 1.9424)
O (-2.5483, -0.2888, -4.3091)
H (-4.7746, 3.5699, 0.5226)
H (3.5356, -2.7110, 2.1665)
H (2.0780, 1.8186, -0.1177)
H (-4.7811, -0.9680, 2.2234)
C (1.2461, 2.5203, 1.6956)
C (0.6616, 2.4705, 4.0586)
H (1.3442, -2.6237, 3.2171)
H (1.0807, 3.2554, -0.2904)
H (5.4513, -2.7409, -1.9423)
H (2.7078, 3.3978, 0.4085)
C (-2.8691, -0.5662, 3.0603)
H (-1.4846, 1.1160, 5.7964)
C (-2.3549, -1.0447, -3.3938)
H (-4.7482, 2.9004, -1.0945)
H (-3.5300, 4.7089, -1.8335)
Pd (-0.8354, 0.2385, 0.5715)
C (-4.1410, 3.4184, -0.3506)

Calculated values
charge: +1
electronic energy: -74479.134 eV
2S+1: 5

Record 6
Here is a structure of composition C31H50HgN2O8SSb from OMol25. Energies are from ωB97M-V/def2-TZVPD.

Cartesian coordinates (Å):
C (1.7025, -4.1924, -4.4237)
C (2.1834, 0.6307, 1.3385)
H (-1.5667, 4.7886, 2.4166)
C (2.0069, -3.0652, -3.7001)
N (0.0453, -5.7666, -5.2617)
H (-3.6128, 0.1801, -2.0404)
C (-0.3549, -2.6911, -3.2057)
C (-0.8334, 4.1683, 1.8917)
C (1.0159, -2.1918, -3.0945)
H (-1.3412, 3.6348, 1.0880)
H (1.2057, 3.6347, 0.4457)
H (-0.8389, 4.3662, -1.8286)
H (4.6864, 0.4728, -0.0368)
Hg (0.6155, -0.8680, -0.0442)
C (-0.1966, 3.1757, 2.8791)
H (-0.0646, 4.7304, 4.4041)
C (4.0861, 3.1076, -0.5521)
C (-1.3807, 2.4928, 3.5706)
H (1.3642, -0.0270, 5.7579)
C (-0.2432, -0.7313, 3.6205)
C (-3.5296, 1.2367, -1.7846)
H (1.7807, 1.1709, -2.2405)
H (-2.9831, -5.5545, -0.2042)
H (-1.6100, -4.5920, -0.7809)
O (3.8276, -2.2754, -2.5372)
O (-3.2441, -4.4013, 2.4775)
O (4.1509, -3.0069, -4.5335)
N (3.4200, -2.7454, -3.5804)
H (-4.4931, -2.0384, 2.1034)
H (3.1827, -0.7124, 3.5799)
H (-3.3422, -0.6150, 0.3507)
C (2.2693, 1.7402, 0.4513)
H (-3.1803, -1.6949, 3.2376)
H (-3.9247, 1.8449, -2.6004)
C (4.0657, 0.6413, -0.9206)
H (0.0446, 1.6210, -3.8060)
C (-2.6982, -4.6320, -0.7109)
H (-2.3090, 3.9694, -2.7482)
H (-1.9662, -0.3838, 1.4125)
H (-1.9473, 1.9044, 2.8472)
O (1.3211, -1.0851, -2.5849)
C (-1.7838, 3.8204, -1.8032)
H (-3.0868, -4.6397, -1.7293)
C (2.3658, 2.0665, -2.0304)
H (-2.9276, -2.5009, -0.5083)
O (-1.2781, -1.2550, -1.5231)
C (1.3521, 0.7061, 4.9447)
C (-3.0437, -0.5550, 1.3950)
H (0.5882, 1.4431, 5.1777)
H (-1.6714, -4.1216, -4.0095)
H (2.3165, 1.2188, 4.9270)
H (3.4881, 4.0162, -0.4517)
C (-3.4290, -1.7981, 2.1792)
H (2.0335, -1.7944, 4.3828)
H (2.4866, -4.7701, -4.8885)
O (-1.1311, -6.0999, -5.3515)
S (-2.5758, -3.3168, 1.6848)
H (1.6898, 2.9216, -1.9375)
C (-3.2313, -3.4089, 0.0140)
C (2.1701, -1.1188, 3.5336)
H (-0.3280, -1.3536, 4.5182)
H (4.7300, 0.7670, -1.7802)
H (-0.0994, 4.8368, 1.4432)
C (-0.6378, -3.8209, -3.9166)
H (4.7605, 3.2305, -1.4061)
O (-2.6645, -2.1617, -3.0164)
H (3.0278, 2.2413, -2.8856)
H (-2.3882, 4.2247, -0.9905)
H (-3.5272, 0.3197, 1.8365)
C (0.7546, 2.2289, 2.1364)
C (1.2678, 0.9568, 2.4180)
H (-4.3201, -3.4346, 0.1193)
O (0.9532, -6.4092, -5.7866)
H (-1.6550, 2.0011, -4.1891)
H (-1.0870, -0.0487, 3.5962)
H (4.6870, 3.0019, 0.3543)
C (1.3950, 2.6884, 0.9328)
H (-4.0910, 1.4479, -0.8735)
H (-2.0472, 3.2548, 3.9873)
H (2.9191, -0.1548, 1.3906)
Sb (-1.4370, 1.6821, -1.5140)
H (3.4663, -0.2500, -1.1100)
H (-1.0856, 1.8394, 4.3858)
C (0.3721, -4.5814, -4.5306)
C (-0.9926, 1.3709, -3.5930)
H (1.3924, 4.5515, 3.4058)
C (0.5909, 4.0056, 3.9073)
H (1.0476, 3.3750, 4.6690)
C (3.1853, 1.8800, -0.7494)
C (-1.5325, -1.9753, -2.5475)
C (1.1126, -0.0048, 3.6027)
H (-1.1633, 0.3265, -3.8412)
H (-0.3209, -1.3849, 2.7486)
H (2.0695, -1.7055, 2.6197)

Calculated values
charge: -2
electronic energy: -73862.265 eV
2S+1: 2

Which value of electronic energy does entry 2 give?
-14479.056 eV

What is the electronic energy in the sixth record?
-73862.265 eV